No. 1
C9H13NOSi in the gas phase, computed with wB97M-V/def2-TZVPD.

XYZ file:
```
25
Properties=species:S:1:pos:R:3
C -0.03886 3.11384 1.09564
C 0.29682 2.91488 -0.21445
C -0.19878 2.00294 1.97267
C 0.36441 1.65416 -0.69538
C -0.13279 0.66664 1.47526
C 0.09197 0.56556 0.05444
C -0.48715 -0.22109 3.63941
C 0.56054 -1.12313 -3.57156
C -0.25499 -3.36951 -1.46119
N -0.05732 -0.38870 2.26373
O 0.13441 -0.67370 -0.49734
Si 0.38759 -1.61093 -1.72760
H -0.11359 4.03157 1.53348
H 0.44992 3.68193 -0.83494
H -0.46634 2.13660 2.99052
H 0.65869 1.47219 -1.72713
H -0.52779 -1.19215 4.03668
H 0.22633 0.44737 4.15585
H -1.45519 0.40709 3.52972
H 0.16982 -0.17290 -4.00794
H 1.66330 -1.28682 -3.82181
H -0.04921 -1.93206 -4.15419
H -0.86855 -3.30239 -0.61371
H -0.84729 -3.72653 -2.25891
H 0.49406 -4.09485 -1.16126
```

M in g mol⁻¹: 179.29
Expectation value of S²: 2.040
Multiplicity: 3
LUMO (alpha / beta) in eV: 0.73 / -1.10

Results of the Löwdin charge analysis, in e, for atoms 1 through 2: atom 1 (C): -0.055, atom 2 (C): -0.078

=====

No. 2
2 unconnected molecules or ions with the total composition C3H8OSi, computed with wB97M-V/def2-TZVPD.

XYZ file:
```
13
Properties=species:S:1:pos:R:3
C -0.13609 -0.41394 0.44919
C -1.35698 0.51957 0.46325
C 1.12818 0.18872 0.96525
O 0.99328 -1.79096 -3.12004
Si 0.57201 -0.88365 -1.96381
H -1.58313 1.40313 -0.30524
H -1.44146 1.00172 1.45437
H -2.16334 -0.18748 0.17140
H 0.83347 0.80536 1.81128
H 1.48885 1.02818 0.34189
H 1.88349 -0.59386 1.35081
H -0.44936 -1.47434 0.81809
H 0.23108 0.39755 -2.43643
```

M in g mol⁻¹: 88.18
Energy above the lowest of the compared OMol25 structures with the same formula, charge and spin in kJ/mol: 311.7
LUMO in eV: -0.49

Results of the Löwdin charge analysis, in e, for atoms 1 through 2: atom 1 (C): -0.404, atom 2 (C): -0.172

=====

No. 3
C3H4OS in the gas phase, computed with wB97M-V/def2-TZVPD.

XYZ file:
```
9
Properties=species:S:1:pos:R:3
C 0.34813 0.85232 1.04855
C 0.58974 -0.25644 0.06492
C -0.61648 -0.67456 -0.69680
O -0.74628 1.38709 1.21420
S 2.05013 -0.50783 -0.60746
H 1.15549 1.31023 1.59293
H -1.28794 0.22970 -0.72692
H -1.18206 -1.41916 -0.26594
H -0.31072 -0.92136 -1.62348
```

M in g mol⁻¹: 88.13
Energy above the lowest of the compared OMol25 structures with the same formula, charge and spin in kJ/mol: 114.7
LUMO in eV: -1.55

Results of the Löwdin charge analysis, in e, for atoms 1 through 2: atom 1 (C): -0.269, atom 2 (C): -0.745

=====

No. 4
A molecular structure, C46H46BBrClHgN13O3S, computed with wB97M-V/def2-TZVPD.

XYZ file:
```
113
Properties=species:S:1:pos:R:3
Hg -0.26434 -0.49210 0.04645
N 2.86115 -3.84837 0.02317
C 1.72815 -3.10554 0.29189
S 0.70821 -2.71878 -1.07220
N 1.55761 -2.80279 1.54989
N 0.58341 -1.88537 1.78328
C -0.06836 -1.87548 2.87432
C 0.13428 -2.94902 3.89793
C 0.50417 -2.65937 5.21090
C 0.68131 -3.67954 6.14055
C 0.51042 -5.00542 5.76452
C 0.17328 -5.30571 4.44924
C -0.00676 -4.28584 3.52348
C -1.04707 -0.72583 3.07290
C -1.76405 -0.63236 4.24046
C -2.70442 0.46169 4.35598
C -2.81287 1.40083 3.40350
C -1.94190 1.36365 2.17602
N -1.18553 0.12573 2.04250
H 2.84606 -4.37177 -0.83004
H 3.29197 -4.28511 0.82374
H 0.66530 -1.62781 5.49788
H 0.95499 -3.43437 7.16116
H 0.64370 -5.80089 6.49068
H 0.05563 -6.33899 4.14078
H -0.27560 -4.51980 2.50043
H -1.70569 -1.38699 5.00757
H -3.34903 0.50801 5.23145
H -3.56711 2.18329 3.47119
H -2.57693 1.47920 1.29130
N -1.65078 3.84990 1.79066
C -0.97892 2.57375 2.08032
N -0.21479 2.48295 0.83536
C -1.14682 2.97805 -0.12605
N -1.99006 3.77269 0.40840
C -1.32366 2.34832 -1.43748
C -1.80818 3.05951 -2.51429
N -2.25543 2.51918 -3.66299
C -2.30351 1.13148 -3.62982
C -1.82584 0.39924 -2.59245
N -1.24827 0.94544 -1.47594
H -2.49919 3.98684 2.31484
H -0.33684 2.63212 2.95425
H -1.83731 4.14422 -2.43132
H -2.75671 0.63803 -4.48670
H -1.89800 -0.68724 -2.60517
C 3.87380 2.35763 -7.20930
C 2.47917 1.75979 -7.46007
C 2.66784 0.50502 -8.32745
C 1.66740 2.78920 -8.25318
C 1.79057 1.45551 -6.09062
O 2.02866 2.54868 -5.19957
C 0.25934 1.31069 -6.12107
C -0.47289 0.21603 -6.92081
C -0.31838 -1.19002 -6.38026
C -0.81956 -1.51287 -5.11974
C -0.66170 -2.78443 -4.58392
C -0.00420 -3.75433 -5.32347
Cl 0.20527 -5.35079 -4.65708
C 0.48136 -3.47097 -6.58694
C 0.31688 -2.19209 -7.10751
C 2.48120 0.21893 -5.44083
N 2.48975 0.23798 -3.99197
C 1.46697 0.17227 -3.12680
N 1.89352 0.36022 -1.90210
C 3.23572 0.51674 -2.08232
N 3.65243 0.45577 -3.33084
H 4.36137 2.54601 -8.17281
H 4.51662 1.68310 -6.63126
H 3.80864 3.29529 -6.65947
H 3.21768 0.78106 -9.23289
H 1.72014 0.06650 -8.64711
H 3.24706 -0.27110 -7.81343
H 2.23991 3.10459 -9.13196
H 1.46181 3.68444 -7.65574
H 0.71311 2.38222 -8.60609
H 1.32788 3.20473 -5.30172
H -0.14725 2.27062 -6.45097
H -0.04740 1.22170 -5.07653
H -0.20822 0.23641 -7.97770
H -1.53145 0.48150 -6.86481
H -1.33610 -0.74879 -4.53802
H -1.03661 -3.02173 -3.59480
H 0.99060 -4.24146 -7.15453
H 0.69920 -1.97647 -8.10084
H 3.52531 0.17898 -5.72557
H 1.99850 -0.69154 -5.76763
H 0.44210 -0.02400 -3.41748
H 3.92517 0.67858 -1.26382
Br -6.46939 -0.89599 1.12685
C -5.02790 -1.72783 0.22596
C -5.26313 -2.74236 -0.67002
C -4.17021 -3.32516 -1.28201
C -2.89888 -2.85346 -0.97746
N -2.68608 -1.85935 -0.12944
C -3.72741 -1.30618 0.47812
H -6.27354 -3.07198 -0.87735
H -4.29914 -4.13892 -1.98665
H -2.00198 -3.29013 -1.40920
H -3.51135 -0.51275 1.19457
O 1.90522 3.22706 -0.25212
B 1.15955 2.76898 0.83386
O 1.95921 2.67243 1.98621
C 3.21436 3.06431 1.57715
C 4.36734 3.14236 2.31558
C 5.51871 3.57961 1.64694
C 5.47994 3.92540 0.30029
C 4.29029 3.84881 -0.43353
C 3.17663 3.40782 0.23553
H 4.37830 2.87095 3.36644
H 6.45135 3.64996 2.19058
H 6.38659 4.25331 -0.19423
H 4.24758 4.11630 -1.48478
```

Charge: -1
M in g mol⁻¹: 1187.79
Energy above the lowest of the compared OMol25 structures with the same formula, charge and spin in kJ/mol: 141.6
Expectation value of S²: 0.767
Multiplicity: 2
LUMO (alpha / beta) in eV: 2.18 / 2.18

Results of the Löwdin charge analysis, in e, for atoms 1 through 2: atom 1 (Hg): 1.022, atom 2 (N): 0.039

=====

No. 5
C25H19ClN4O in the gas phase, computed with wB97M-V/def2-TZVPD.

XYZ file:
```
50
Properties=species:S:1:pos:R:3
Cl -1.65524 -4.89985 6.31091
N 2.67976 -0.36966 -1.77906
N 2.44810 0.20133 -2.98414
N -2.06818 4.67258 -0.20651
N -0.88936 3.94667 -2.01575
O 0.51983 -0.09928 -2.00983
C 1.49748 -0.50180 -1.19705
C 1.18214 0.31273 -3.10008
C -2.15387 4.97984 1.08478
C 0.25566 3.50872 -2.58767
C 1.92377 -2.97349 6.35860
C 0.78657 -3.73452 6.72557
C 0.06452 -1.06020 0.75642
C 2.41410 -1.65969 0.78575
C -0.03021 -1.56617 2.03787
C 2.28088 -2.18374 2.05117
C 1.98144 -2.42539 5.06777
C -0.22633 -3.30704 4.58400
C -1.06972 4.81854 1.94122
C 1.40131 3.40168 -1.81041
C -0.28906 -3.90247 5.84962
C 1.32042 -1.05755 0.11448
C 1.03938 -2.09830 2.74259
C 0.91420 -2.58216 4.15044
C 0.14401 4.38302 1.46139
C 1.41030 3.65539 -0.42108
C -0.92124 4.24233 -0.71652
C 0.22346 4.10174 0.11902
C 0.44521 0.59460 -4.40320
C 0.24482 3.09663 -4.04805
C -0.50625 1.79742 -4.30371
H -3.09401 5.39611 1.42114
H 2.73933 -2.90720 7.11697
H 0.69910 -4.20879 7.71550
H -0.84326 -0.68047 0.26354
H 3.38986 -1.73476 0.37554
H -1.01389 -1.58553 2.50996
H 3.11834 -2.64665 2.55928
H 2.88662 -1.89237 4.69539
H -1.05282 -3.50920 3.91007
H -1.20914 5.16752 2.97649
H 2.29895 3.05396 -2.31720
H 0.95720 4.28413 2.18611
H 2.34043 3.51619 0.16240
H -0.04968 -0.32862 -4.74264
H 1.15039 0.81953 -5.18002
H -0.16025 3.88347 -4.68715
H 1.26852 2.94539 -4.34641
H -1.23193 1.72218 -3.50364
H -1.10282 1.87208 -5.21503
```

M in g mol⁻¹: 426.91
Energy above the lowest of the compared OMol25 structures with the same formula, charge and spin in kJ/mol: 0.0
LUMO in eV: -0.29

Results of the Löwdin charge analysis, in e, for atoms 1 through 2: atom 1 (Cl): 0.648, atom 2 (N): 0.112

=====

No. 6
A molecular structure, C20H44F2N5O14PtS2, computed with wB97M-V/def2-TZVPD.

XYZ file:
```
88
Properties=species:S:1:pos:R:3
Pt 0.38865 -0.81576 -0.35460
N 1.29581 -0.11780 -2.04841
S 0.85320 0.62180 -3.43961
O 0.09242 -0.07709 -4.46530
O 1.62351 1.80944 -3.70696
F -0.39476 1.39311 -2.61235
S 2.49983 -1.12737 -2.97972
O 3.60720 -0.43277 -3.53470
O 1.97556 -2.36803 -3.57363
F 3.09787 -1.66383 -1.62294
C 1.36123 3.55457 -0.87018
C 2.33274 4.79135 -0.68100
O 1.53427 5.81563 -0.18006
C 2.03377 7.02776 0.13085
O 3.17690 7.34225 -0.05441
O 1.09169 7.79755 0.63921
C 1.37330 9.10589 1.15373
H 1.86838 2.77848 -1.44340
H 0.43681 3.79987 -1.39303
H 1.02352 3.17735 0.09510
H 2.80850 5.03520 -1.63089
H 3.12973 4.51131 0.00782
H 0.41674 9.56688 1.39985
H 1.74641 9.77809 0.38105
H 2.02287 9.01973 2.02479
C -5.44850 -2.87567 -2.19983
C -4.92379 -2.19967 -0.91249
O -3.58387 -1.78976 -0.89171
C -3.01008 -0.90713 -1.71978
O -1.79962 -0.62707 -1.63292
O -3.91226 -0.27226 -2.47907
C -3.54986 0.63005 -3.44185
H -5.53060 -2.04878 -2.90525
H -6.38158 -3.42099 -2.05808
H -4.69512 -3.54896 -2.60873
H -5.01791 -2.85750 -0.04849
H -5.47691 -1.33115 -0.55496
H -3.11390 0.13569 -4.30998
H -2.85266 1.38301 -3.07434
H -4.47169 1.18717 -3.60897
C -0.40399 1.48472 1.71981
O 0.00616 1.04222 0.65169
N -1.65417 1.85014 1.95692
C -2.00739 2.36387 3.31665
C -2.75568 1.83768 0.96729
H 0.16534 1.58070 2.65728
H -1.28018 1.93806 4.00799
H -2.97417 2.05008 3.71029
H -2.00577 3.45232 3.25847
H -2.51892 1.25640 0.07613
H -3.58264 1.29998 1.43111
H -3.03697 2.83435 0.62727
C -1.20051 -1.84157 2.27744
O -1.13064 -1.45954 1.10522
N -1.53388 -3.13686 2.67331
C -2.04427 -4.17729 1.75597
C -1.93818 -3.41514 4.04570
H -1.18615 -1.21309 3.18133
H -1.74000 -3.85463 0.76028
H -3.13238 -4.15119 1.69726
H -1.56695 -5.11355 2.04526
H -1.28552 -2.85514 4.71543
H -2.94611 -3.13964 4.35598
H -1.84518 -4.48467 4.23431
C 3.18268 -0.84586 1.59418
O 2.14509 -1.01746 0.96709
N 3.89377 0.25776 1.40154
C 5.00820 0.67643 2.27842
C 3.73003 1.16187 0.28838
H 3.47752 -1.47905 2.44526
H 5.48748 -0.15400 2.79687
H 4.66171 1.31584 3.09034
H 5.83981 1.14610 1.75313
H 4.35542 0.97245 -0.58404
H 2.70361 0.91523 0.01685
H 3.85806 2.19389 0.61494
C 0.30944 -4.08937 -1.19545
O 0.32501 -2.94796 -0.72210
N 1.29882 -4.95946 -1.09681
C 2.63050 -4.56575 -0.49253
C 1.20776 -6.38943 -1.49146
H -0.49562 -4.48303 -1.83507
H 2.45774 -3.83403 0.29668
H 3.23571 -4.20578 -1.32453
H 3.03788 -5.46371 -0.02797
H 0.28273 -6.60087 -2.02785
H 2.01538 -6.57393 -2.19985
H 1.32137 -6.95849 -0.56877
```

Charge: +1
M in g mol⁻¹: 875.80
Energy above the lowest of the compared OMol25 structures with the same formula, charge and spin in kJ/mol: 230.2
Expectation value of S²: 2.005
Multiplicity: 3
LUMO (alpha / beta) in eV: -2.24 / -3.20

Results of the Löwdin charge analysis, in e, for atoms 1 through 2: atom 1 (Pt): 1.306, atom 2 (N): -0.401

=====

no.,total energy (hartree)
1,-770.1090
2,-483.7239
3,-590.0810
4,-6328.8564
5,-1718.5231
6,-3230.6487